{"formula": "C5H15N2", "method": "ωB97M-V/def2-TZVPD", "smiles": "C[NH2+]CC[C@H](C)N", "charge": 1, "lumo_ev": -2.63, "e_tot_ev": -8401.2469, "e_above_lowest_kcal_mol": 33.0, "symbols": ["C", "C", "C", "C", "C", "N", "N", "H", "H", "H", "H", "H", "H", "H", "H", "H", "H", "H", "H", "H", "H", "H"], "positions_angstrom": [[2.54, 0.32, -0.20], [1.11, -0.05, 0.02], [0.27, 1.36, -0.36], [-1.23, 1.18, 0.18], [-1.91, -1.12, 1.13], [-1.75, -0.30, -0.10], [0.58, -1.07, -0.99], [2.60, 1.20, 0.49], [3.25, -0.45, 0.15], [2.78, 0.59, -1.23], [0.91, -0.44, 1.01], [0.63, 2.31, 0.00], [0.35, 1.41, -1.43], [-1.96, 1.82, -0.28], [-1.20, 1.30, 1.26], [-2.43, -0.63, 1.95], [-0.90, -1.23, 1.56], [-2.28, -2.05, 0.83], [-2.60, -0.24, -0.63], [-0.86, -0.81, -0.68], [1.14, -0.98, -1.88], [0.96, -2.12, -0.80]]}